No. 1
{"formula": "C33H46CuP2Si", "method": "ωB97M-V/def2-TZVPD", "symbols": ["P", "P", "C", "C", "H", "H", "H", "H", "C", "H", "H", "H", "C", "H", "H", "H", "C", "H", "H", "H", "C", "H", "H", "H", "Cu", "C", "C", "C", "C", "C", "C", "C", "C", "C", "H", "H", "H", "H", "H", "H", "H", "H", "H", "H", "H", "H", "H", "H", "H", "C", "C", "C", "C", "C", "C", "Si", "C", "C", "C", "C", "C", "C", "C", "C", "C", "C", "C", "C", "H", "H", "H", "H", "H", "H", "H", "H", "H", "H", "H", "H", "H", "H", "H"], "positions_angstrom": [[2.8069, 3.3225, 1.8231], [3.2524, 0.8007, -0.3626], [4.4478, 3.0187, 1.0445], [4.0704, 2.4550, -0.3244], [5.0383, 2.3173, 1.6706], [4.9843, 3.9795, 0.9604], [3.2982, 3.0698, -0.8255], [4.9587, 2.3115, -0.9531], [4.4378, -0.2447, 0.5502], [4.3181, -1.3130, 0.3427], [4.4046, -0.1568, 1.6392], [5.4479, 0.0327, 0.2371], [3.6293, 0.2795, -2.0412], [4.7277, 0.3147, -2.1303], [3.2543, 0.9912, -2.8638], [3.2870, -0.7655, -2.1110], [3.4091, 3.4626, 3.5632], [2.6287, 3.1758, 4.2684], [3.6836, 4.5048, 3.7410], [4.2990, 2.8544, 3.7296], [2.5470, 5.1453, 1.6612], [2.8658, 5.5239, 0.6812], [3.1079, 5.6995, 2.4341], [1.4802, 5.3765, 1.8053], [1.7303, 0.8011, -2.4818], [0.9574, 1.9146, 0.6419], [1.6335, 0.6327, 0.8541], [1.6919, 0.4911, 2.3343], [0.4272, -0.1510, 2.9452], [-0.3791, 0.8975, 3.7386], [-0.9957, 2.0121, 3.3102], [-0.6039, 2.8204, 2.1200], [-0.4761, 1.9998, 0.7946], [-2.6143, -0.7830, 0.6626], [1.4030, 2.6361, -0.0590], [1.2707, -0.2661, 0.3247], [1.6987, 1.5213, 2.7487], [2.5873, -0.0159, 2.6869], [-0.2256, -0.6871, 2.2244], [0.6727, -0.9311, 3.7065], [-0.4425, 0.6238, 4.7922], [-1.7718, 2.5319, 3.8806], [0.3925, 3.3210, 2.2495], [-1.3198, 3.6218, 1.8892], [-0.9481, 1.0288, 0.8579], [-1.0141, 2.4754, -0.0454], [-2.8015, 0.2879, 0.5282], [-1.6203, -0.8823, 1.1047], [-3.3561, -1.2323, 1.3372], [1.4158, -1.8505, -3.3815], [0.6608, -0.6393, -3.4711], [-0.3446, -0.4370, -2.4806], [-0.6846, -1.4654, -1.5697], [0.2769, -2.4560, -1.3245], [1.3073, -2.6555, -2.2585], [-2.4285, -1.7341, -0.8912], [-3.6369, -1.1765, -2.2042], [-4.1833, 0.1107, -2.1484], [-5.1705, 0.5231, -3.0606], [-5.6000, -0.3667, -4.0640], [-5.0612, -1.6548, -4.1340], [-4.0632, -2.0518, -3.2242], [-2.9278, -3.4769, -0.3860], [-4.2368, -3.9488, -0.6020], [-4.6902, -5.1224, 0.0250], [-3.8201, -5.8511, 0.8503], [-2.5125, -5.3925, 1.0890], [-2.0680, -4.2335, 0.4344], [2.1613, -2.0606, -4.1534], [0.7535, -0.0045, -4.3857], [-1.0626, 0.3709, -2.6076], [0.1955, -3.1646, -0.5034], [1.9281, -3.5624, -2.1992], [-3.8498, 0.8023, -1.3703], [-5.5570, 1.5403, -2.9951], [-6.3274, -0.0244, -4.8079], [-5.3955, -2.3445, -4.9253], [-3.6434, -3.0553, -3.3161], [-4.9453, -3.3714, -1.2031], [-5.7209, -5.4600, -0.1276], [-4.1481, -6.7892, 1.2909], [-1.8497, -5.9235, 1.7749], [-1.0523, -3.8988, 0.6446]], "atomic_forces_ev_per_a": [[1.311, 1.179, 2.084], [-1.955, 1.090, 1.151], [-0.323, 0.277, -0.208], [0.165, -0.341, -0.302], [-0.357, 0.372, -0.462], [0.078, -0.452, -0.079], [0.823, 0.074, 0.000], [-0.152, 0.264, -0.195], [0.627, -0.506, 0.033], [-0.130, 0.140, -0.156], [-0.239, 0.289, -0.186], [0.049, -0.082, -0.044], [2.666, -1.131, -0.244], [0.291, -0.348, -0.481], [1.213, -0.299, 0.237], [0.318, 0.274, -0.414], [0.099, 0.120, 0.359], [0.055, -0.014, 0.120], [0.084, -0.233, 0.333], [-0.160, -0.185, 0.094], [0.048, 0.541, -0.395], [-0.254, -0.073, 0.079], [-0.191, -0.189, -0.469], [0.286, -0.060, -0.178], [-2.426, 1.095, 1.128], [0.182, -0.752, -3.986], [1.326, 0.508, -0.854], [-0.042, -0.385, 1.434], [-0.157, 0.113, 1.180], [-0.682, -0.580, -0.076], [0.578, 0.380, 0.446], [-0.947, 0.358, -1.507], [-0.794, 0.656, 0.620], [-0.204, 0.299, 0.598], [-0.521, -0.582, -0.085], [-0.338, 0.268, 0.297], [0.410, -1.045, -0.102], [0.127, -0.275, 0.133], [0.535, 0.569, 0.245], [0.120, 0.488, -0.657], [-0.808, -0.042, -0.178], [0.622, -0.349, 0.662], [-1.091, -0.372, 0.344], [-0.021, -0.066, 0.615], [0.068, -0.129, 0.397], [0.450, 0.244, 0.222], [-0.064, -0.256, 0.101], [-0.253, 0.030, 0.286], [0.154, 0.264, -0.154], [-0.047, 1.302, -0.617], [-0.300, -1.419, -0.173], [-0.558, -0.471, -1.204], [0.109, -0.116, 0.645], [0.750, -0.252, -1.056], [-0.052, -0.714, 0.463], [0.008, 0.315, -0.655], [-0.219, -0.162, -0.363], [-0.548, 0.019, -0.351], [0.478, -0.532, -0.155], [0.181, 0.443, 0.368], [0.395, -0.064, 0.016], [-0.603, 0.551, -0.287], [0.390, -0.509, -0.090], [-0.079, -0.211, 0.604], [0.551, 0.090, -0.042], [0.219, 0.315, -0.165], [-0.444, 0.230, -0.614], [-0.555, -0.342, 0.535], [-0.295, -0.035, 0.237], [-0.294, -0.389, 0.831], [0.222, 0.020, -0.123], [-0.084, 0.135, -0.317], [-0.151, 0.565, 0.184], [-0.166, -0.160, -0.241], [-0.017, -0.296, -0.112], [0.192, -0.237, 0.348], [0.210, 0.381, 0.466], [-0.071, 0.256, 0.119], [0.324, -0.200, 0.178], [0.444, 0.084, 0.023], [-0.033, 0.219, 0.068], [-0.197, 0.069, -0.290], [-0.337, -0.028, -0.017]], "s2": 1.1328, "e_tot_ha": -3897.35889, "orbital_gap_ha": [0.1640, 0.1832], "e_above_lowest_kj_mol": 398.47, "multiplicity": 2}



No. 2
{"formula": "C33H46F8O15", "method": "ωB97M-V/def2-TZVPD", "symbols": ["O", "C", "O", "C", "C", "C", "H", "H", "H", "H", "H", "H", "O", "C", "O", "C", "C", "C", "H", "H", "H", "H", "H", "H", "O", "C", "O", "C", "C", "C", "H", "H", "H", "H", "H", "H", "O", "C", "O", "C", "C", "C", "H", "H", "H", "H", "H", "H", "O", "C", "O", "C", "C", "C", "H", "H", "H", "H", "H", "H", "O", "C", "O", "C", "C", "C", "H", "H", "H", "H", "H", "H", "O", "C", "O", "C", "C", "C", "H", "H", "H", "H", "H", "H", "C", "C", "C", "F", "F", "F", "F", "O", "C", "C", "F", "F", "F", "F", "H", "H", "H", "H"], "positions_angstrom": [[-2.1132, 1.3763, 3.9510], [-1.3059, 1.1351, 4.8346], [0.0002, 0.9096, 4.5605], [0.6851, 0.4889, 5.7231], [-0.3430, 0.2987, 6.8438], [-1.5486, 1.0902, 6.3302], [1.3697, 1.3000, 5.9711], [1.2508, -0.4185, 5.5119], [-0.0278, 0.7005, 7.8067], [-0.6247, -0.7453, 6.9809], [-1.6088, 2.0483, 6.8465], [-2.4970, 0.6481, 6.6353], [6.9293, 4.8176, -0.9865], [6.0841, 4.0187, -1.2169], [4.9745, 3.8214, -0.5158], [3.9407, 3.0483, -1.1085], [4.7680, 2.2790, -2.1438], [6.0979, 3.0104, -2.3406], [3.3044, 3.7336, -1.6684], [3.3868, 2.4761, -0.3644], [4.1539, 2.0667, -3.0190], [4.9797, 1.3329, -1.6456], [6.1445, 3.4301, -3.3455], [6.9338, 2.3201, -2.2277], [0.9233, 3.7117, 7.3093], [0.4818, 4.1598, 6.2408], [-0.7768, 4.6877, 6.0790], [-0.9275, 5.2747, 4.7868], [0.0079, 4.5945, 3.8542], [1.1597, 4.1024, 4.8035], [-0.8153, 6.3213, 5.0700], [-1.9463, 5.2002, 4.4065], [0.3044, 5.2248, 3.0158], [-0.4973, 3.7015, 3.4863], [1.9413, 4.8620, 4.7922], [1.4829, 3.0836, 4.5895], [3.3687, -2.8374, -7.1161], [2.1915, -2.8643, -7.2528], [1.5601, -2.0094, -8.0586], [0.1914, -2.0056, -7.8158], [0.0564, -2.7793, -6.5387], [1.1977, -3.7590, -6.5721], [-0.3103, -2.6290, -8.5560], [-0.1212, -0.9629, -7.8716], [-0.9479, -3.2009, -6.4951], [0.1990, -2.0345, -5.7558], [1.0461, -4.6314, -7.2077], [1.5370, -4.0365, -5.5742], [-1.3717, -1.3373, 2.2952], [-1.1286, -2.3954, 2.7918], [-0.4944, -2.4901, 3.9553], [-0.3974, -3.8853, 4.3290], [-1.5082, -4.5107, 3.4747], [-1.5769, -3.7109, 2.2009], [-0.6262, -3.9477, 5.3929], [0.6269, -4.1075, 4.0299], [-2.3967, -4.2540, 4.0516], [-1.5323, -5.5955, 3.3706], [-2.5527, -3.5757, 1.7344], [-0.9462, -4.0153, 1.3656], [-6.1683, -5.1609, -4.8419], [-5.2404, -4.4279, -4.4200], [-4.2564, -4.8820, -3.6582], [-3.4541, -3.8022, -3.2420], [-3.6980, -2.7000, -4.2857], [-5.1593, -2.8967, -4.6146], [-2.4074, -4.0667, -3.0919], [-3.6730, -3.4035, -2.2514], [-3.0731, -2.6903, -5.1787], [-3.4597, -1.7719, -3.7661], [-5.3945, -2.6421, -5.6480], [-5.7794, -2.4047, -3.8652], [-1.4306, 1.4592, 1.2228], [-1.4737, 2.0725, 0.1323], [-2.4340, 1.8388, -0.7941], [-2.4985, 2.8395, -1.7712], [-1.4625, 3.8864, -1.3197], [-0.5079, 3.1472, -0.3489], [-3.4808, 3.3099, -1.8152], [-2.2252, 2.3650, -2.7136], [-1.9220, 4.6620, -0.7070], [-0.9068, 4.3172, -2.1526], [-0.2599, 3.7786, 0.5043], [0.3192, 2.6487, -0.8545], [1.4802, -2.0506, -0.9012], [0.3950, -1.5633, -1.9455], [-0.9759, -1.4231, -1.3177], [-1.8861, -1.0310, -2.2087], [-1.3805, -2.5308, -0.7156], [0.7672, -0.4256, -2.5115], [0.4121, -2.5039, -2.8806], [1.4976, -1.6099, 0.3927], [2.0812, -0.2765, 0.6280], [1.9342, 0.1513, 2.0673], [2.5142, -0.7285, 2.8796], [2.2851, 1.4460, 2.3136], [3.3528, -0.3863, 0.2993], [1.4983, 0.6450, -0.1199], [2.3694, -1.9952, -1.5291], [1.3788, -3.1302, -0.7909], [-0.8796, -0.7251, -0.4861], [0.8661, 0.1264, 2.2833]], "atomic_forces_ev_per_a": [[-0.355, 0.056, -0.110], [3.136, -0.205, 0.228], [-3.421, 0.319, -0.945], [1.269, -0.136, 2.025], [-0.051, -0.258, -0.443], [-0.931, -0.329, 1.080], [0.117, -0.081, 0.041], [-0.174, 0.125, -0.294], [0.146, 0.030, -0.171], [0.167, 0.000, -0.121], [0.291, 0.671, -0.868], [-0.087, -0.271, -0.585], [0.154, 0.636, 0.721], [0.387, -1.007, -1.674], [-0.994, 1.419, 2.759], [1.526, 0.862, -1.741], [-0.646, -1.894, 0.482], [-1.023, -0.567, -0.600], [-0.478, 0.136, 0.417], [0.298, 0.082, -0.065], [0.379, 0.021, -0.192], [0.061, -0.341, -0.359], [0.257, 0.410, 0.245], [0.055, 0.228, 0.020], [-1.577, 1.279, -3.062], [0.719, -1.338, 0.562], [0.768, -1.501, 1.115], [-1.066, 1.420, 0.631], [1.195, -1.010, 0.580], [-1.360, 1.200, 0.629], [0.560, 0.348, -1.066], [-0.202, -0.322, 0.523], [0.175, -0.149, 0.128], [-0.043, 0.041, -0.386], [0.438, -0.490, 0.091], [0.369, 0.368, 0.020], [1.098, -0.148, 0.039], [0.677, -0.428, 0.233], [1.209, 0.751, -0.860], [-0.783, -0.825, -0.855], [-1.625, 0.710, 0.760], [0.042, 0.471, 0.285], [-0.108, 0.456, -0.674], [-0.405, -0.245, 0.303], [0.069, -0.081, 0.388], [-0.059, -0.397, 0.587], [-0.218, -0.074, 0.104], [0.082, -0.190, -0.279], [0.086, 1.426, -0.160], [-0.484, 0.393, -1.324], [-0.204, 0.177, 0.447], [0.065, 0.129, -0.939], [-0.668, -1.027, 0.745], [0.435, 0.312, 0.341], [0.468, -0.211, -0.122], [-0.056, -0.791, 0.500], [-0.357, -0.188, -0.081], [0.436, 0.079, 0.054], [-0.094, -0.045, 0.416], [0.458, -0.081, 0.301], [3.364, 2.257, 1.342], [-4.874, -1.596, -1.769], [0.330, -0.575, 0.523], [1.356, 1.203, -0.321], [0.724, 1.028, 0.961], [0.872, -1.130, -0.094], [0.027, -0.561, -0.692], [-0.970, -0.245, 0.141], [0.113, -0.609, 0.082], [-0.275, 0.238, -0.286], [-0.387, 0.063, 0.330], [-0.315, -0.075, -0.277], [-0.266, 1.411, -3.050], [0.243, -1.482, 2.506], [0.022, -0.938, 2.038], [1.098, 1.113, -0.596], [0.918, 0.144, 0.072], [-1.857, -0.259, -0.305], [-0.107, -0.479, -0.020], [-0.199, 0.228, -0.160], [-0.226, 0.180, -0.447], [-0.295, 0.202, 0.053], [0.570, -0.261, -0.228], [0.183, 0.226, 0.254], [-0.450, -1.398, -2.446], [0.595, -1.274, 2.512], [0.822, 1.707, 1.077], [-0.474, 0.153, -0.525], [-0.359, -1.870, -0.044], [0.046, 1.272, -0.478], [-0.205, -0.955, -1.199], [0.405, 3.658, 2.094], [-0.095, -2.673, -0.393], [-3.022, -0.124, 0.599], [1.062, 0.033, 0.473], [0.940, -0.643, -0.355], [1.146, 0.432, -0.538], [-0.339, 0.450, -0.755], [0.727, 0.644, 0.562], [-0.510, -0.033, -0.177], [-0.208, 0.737, -0.212], [-0.250, -0.127, -0.078]], "s2": 0.7568, "e_tot_ha": -3212.22169, "total_charge": 1, "orbital_gap_ha": [0.2839, 0.0950], "multiplicity": 2}